1.
C10H10N2 | the ωB97M-V functional and the def2-TZVPD basis

XYZ file:
```
22
Properties=species:S:1:pos:R:3:forces:R:3:lowdin_charge:R:1
C -1.055 0.825 -3.330 0.5 1.4 0.9 -0.044
C -0.530 0.289 -2.032 -0.9 -0.1 3.1 -0.308
C -0.221 -1.089 -1.783 0.9 1.2 2.1 0.046
C 0.232 -1.455 -0.495 -2.0 2.9 1.1 -0.227
N 0.409 -2.719 -0.025 3.3 -1.7 2.0 0.071
C 0.239 -0.445 0.616 0.4 -1.2 -2.5 -0.080
C 0.498 -0.782 1.971 0.8 0.0 -1.1 -0.039
C 0.529 0.242 2.841 -0.7 0.4 1.2 -0.125
C 0.392 1.539 2.438 0.5 4.3 -0.4 -0.115
C 0.230 1.932 1.126 -0.5 -0.6 0.2 0.007
C -0.019 0.872 0.181 0.5 0.4 1.9 -0.261
N -0.496 1.174 -1.014 0.4 0.1 -3.2 0.120
H -0.725 0.166 -4.119 -0.2 0.2 -0.6 0.067
H -0.573 1.840 -3.319 -0.4 -0.9 -0.8 0.093
H -2.145 1.055 -3.331 0.7 -0.7 0.0 0.092
H -0.375 -1.772 -2.566 0.1 -1.1 -0.7 0.090
H -0.394 -3.192 0.216 -2.7 -1.4 -0.6 0.066
H 0.818 -2.746 0.977 -0.2 0.5 -2.7 0.101
H 0.894 -1.745 2.270 -0.6 0.0 0.2 0.100
H 0.545 0.266 3.898 0.6 -1.4 1.1 0.096
H 0.537 2.377 3.221 -0.3 -1.5 -1.3 0.134
H 0.256 2.991 0.818 -0.3 -0.8 0.1 0.116
```
Forces are in eV/Å.

Its SMILES is Cc1cc(N)c2ccccc2n1. For the HOMO energy, the calculation gives -0.3052 hartree. Its gap between HOMO and LUMO is 8.502 eV. As for the net charge: 0. As for the LUMO energy: 0.0072 Ha.


2.
C10H10N2 | the ωB97M-V functional and the def2-TZVPD basis

XYZ file:
```
22
Properties=species:S:1:pos:R:3:forces:R:3:lowdin_charge:R:1
C 1.945 1.252 -0.371 4.4 -3.6 0.1 -0.149
C 1.322 1.082 0.877 3.3 0.9 1.0 -0.112
C 1.203 -0.227 1.236 0.6 0.1 4.2 -0.115
C 1.421 -1.277 0.351 0.8 -2.2 6.2 -0.242
C 2.157 -1.067 -0.743 0.8 -1.6 -2.6 -0.177
C -2.975 0.718 -0.160 0.6 1.3 -0.1 -0.142
C -1.739 1.385 -0.368 -0.2 -2.0 0.0 -0.025
C -0.601 0.534 -0.514 -2.2 1.9 -0.2 -0.087
C -0.709 -0.808 -0.317 -2.5 -2.7 -2.1 -0.100
C -2.001 -1.363 -0.188 1.5 -0.9 0.7 -0.146
H 2.242 2.188 -0.701 0.3 1.7 -0.8 0.095
H 1.161 2.000 1.490 -0.2 -1.2 -0.4 0.150
H 0.996 -0.522 2.321 -0.3 0.7 -1.7 0.151
H 0.958 -2.283 0.917 2.1 2.1 -2.2 0.208
H 2.205 -2.080 -1.385 1.0 2.9 0.7 0.169
H -3.871 1.414 -0.025 0.9 -1.6 -0.2 0.116
H -1.664 2.479 -0.356 -0.1 -0.5 -0.2 0.101
H 0.399 0.934 -0.477 -2.9 -0.3 -2.0 0.009
H 0.232 -1.455 -0.397 -4.5 0.8 -1.1 0.048
H -2.128 -2.465 -0.005 0.1 1.1 -0.5 0.120
N 2.520 0.192 -1.098 -1.9 1.5 0.8 0.095
N -3.076 -0.631 -0.089 -1.6 1.7 0.1 0.032
```
Forces are in eV/Å.

For the HOMO energy, the calculation gives -0.3068 hartree. Its gap between HOMO and LUMO is 8.476 eV. As for the net charge: 0. As for the LUMO energy: 0.0047 Ha.


3.
C10H10N2 | the ωB97M-V functional and the def2-TZVPD basis

XYZ file:
```
22
Properties=species:S:1:pos:R:3:forces:R:3:lowdin_spin:R:1
C 2.865 0.032 0.082 -0.2 -2.4 -1.2 0.084
C 2.387 1.345 0.028 -4.1 2.3 0.8 0.257
C 2.265 -1.251 -0.042 0.2 2.1 0.5 0.197
C 0.866 -1.499 -0.032 -1.2 -0.8 -0.1 0.201
C 0.930 1.739 -0.026 3.6 0.5 0.8 -0.025
C -0.143 0.893 -0.057 -0.5 -0.1 -0.3 0.142
C -0.138 -0.584 0.006 -0.7 1.2 -0.7 0.062
C -1.562 1.310 -0.062 0.8 -2.4 0.5 0.028
C -2.097 2.576 -0.076 0.9 0.5 -0.1 0.428
C -1.955 -2.400 0.028 0.0 2.1 -1.8 0.006
N -2.290 0.142 0.057 -1.6 0.3 -0.3 0.374
N -1.486 -0.939 -0.009 1.6 -0.5 0.4 0.158
H 3.925 0.064 -0.008 0.9 -0.5 0.4 -0.001
H 3.056 2.210 0.274 -0.5 -1.2 -0.6 0.014
H 2.790 -2.199 -0.072 0.9 0.5 0.0 0.007
H 0.467 -2.531 -0.124 0.9 0.6 0.2 0.011
H 0.746 2.863 0.094 0.2 -1.8 -0.5 -0.004
H -3.060 2.866 0.261 -0.9 -0.5 0.0 0.027
H -1.485 3.442 -0.333 0.2 -0.5 0.1 0.026
H -1.639 -2.852 0.974 -0.6 0.2 0.0 0.004
H -1.358 -3.000 -0.800 -1.7 1.4 1.3 0.004
H -3.084 -2.226 -0.164 1.9 -1.1 0.4 0.000
```
Forces are in eV/Å.

For the HOMO energy (spin up / spin down), the calculation gives -0.2158 / -0.3251 hartree. Its gap between HOMO and LUMO (spin up / spin down) is 5.787 / 8.074 eV. As for the net charge: 0. As for the LUMO energy (spin up / spin down): -0.0031 / -0.0284 Ha. As for the expectation value of S²: 2.0745. As for the multiplicity: 3.


4.
C10H10N2O | the ωB97M-V functional and the def2-TZVPD basis

XYZ file:
```
23
Properties=species:S:1:pos:R:3:forces:R:3:lowdin_charge:R:1
C 3.202 -1.201 -0.416 1.2 0.9 -2.7 -0.085
C 2.234 -0.289 0.359 2.0 -1.3 4.3 -0.437
C 2.494 1.220 0.223 0.5 1.6 -1.4 -0.046
C 0.238 0.844 -0.187 0.2 -1.6 1.8 -0.188
C -1.310 -0.850 0.065 2.2 1.5 1.2 -0.213
C -2.681 -1.384 0.096 3.3 -3.0 -2.3 -0.061
C -3.712 -0.526 -0.134 -3.3 -1.0 2.5 -0.143
C -3.540 0.887 0.107 -1.1 1.8 -1.2 -0.123
C -2.291 1.459 -0.182 -1.7 -1.4 2.0 -0.029
C -1.169 0.551 -0.101 0.5 2.7 -1.6 -0.114
H 3.498 -2.465 -0.136 -1.2 4.5 -0.6 0.164
H 2.469 -1.082 -1.315 2.5 -1.3 0.0 0.088
H 4.277 -0.360 -0.583 -3.2 -3.3 0.3 0.158
H 2.453 -0.668 1.420 -1.0 1.2 -0.8 0.155
H 2.943 1.603 1.259 -0.9 -0.3 -2.8 0.161
H 3.135 1.470 -0.858 -1.6 -0.6 3.5 0.183
H -2.541 -2.544 -0.136 -1.5 2.4 0.9 0.147
H -4.869 -0.945 -0.116 3.3 1.0 -0.3 0.152
H -4.521 1.556 0.405 2.7 -1.7 -1.2 0.147
H -2.245 2.538 -0.132 0.6 0.0 -0.1 0.100
N 0.846 -0.332 0.105 -3.2 -0.5 -0.9 -0.108
N -0.022 -1.364 0.288 -1.5 -0.9 -0.6 0.116
O 1.111 1.881 -0.029 1.3 -0.7 0.1 -0.024
```
Forces are in eV/Å.

For the HOMO energy, the calculation gives -0.2797 hartree. Its gap between HOMO and LUMO is 8.153 eV. As for the net charge: 0. As for the LUMO energy: 0.0199 Ha.


5.
C10H10N2O2 | the ωB97M-V functional and the def2-TZVPD basis

XYZ file:
```
24
Properties=species:S:1:pos:R:3:forces:R:3:lowdin_charge:R:1
C 3.804 -0.913 0.736 -3.6 0.6 0.0 -0.073
C 3.012 -0.879 -0.700 2.3 -1.0 -1.1 -0.153
O 1.565 -0.500 -0.746 2.1 -3.2 -0.9 -0.031
C 1.195 0.708 -0.518 4.4 3.5 3.8 -0.350
N 2.148 1.632 -0.065 -4.4 0.5 -1.0 0.169
O 1.311 2.767 0.363 -0.8 -2.9 -1.2 -0.115
N -0.065 2.429 0.278 2.9 -3.2 -0.9 0.153
C -0.081 1.110 -0.174 -2.0 4.7 0.7 -0.153
C -1.395 0.450 -0.205 0.3 3.6 -0.7 -0.151
C -2.581 1.339 -0.380 5.6 0.8 -0.1 -0.051
C -3.721 0.761 -0.295 -6.2 -1.3 1.1 -0.144
C -3.904 -0.571 0.204 -0.5 -0.4 -1.9 -0.074
C -2.761 -1.337 0.280 -2.1 -3.4 3.6 -0.126
C -1.479 -0.858 0.086 1.1 -1.9 0.1 -0.063
H 4.804 -1.253 0.577 0.6 0.0 -0.2 0.051
H 3.287 -1.580 1.524 0.6 0.6 -1.6 0.095
H 3.702 0.074 1.185 0.7 0.1 -0.1 0.039
H 3.659 -0.322 -1.608 -2.0 -1.0 2.8 0.172
H 3.094 -1.985 -0.975 -1.0 1.6 -0.1 0.112
H -2.632 2.451 -0.533 1.2 -1.4 -0.1 0.137
H -4.557 1.481 -0.458 0.1 -1.2 0.2 0.121
H -4.920 -1.085 0.272 1.5 1.1 0.3 0.125
H -2.920 -2.350 0.943 0.6 2.1 -2.3 0.155
H -0.567 -1.568 0.210 -1.7 1.7 -0.2 0.156
```
Forces are in eV/Å.

Its SMILES is CCOc1nonc1-c1ccccc1. For the HOMO energy, the calculation gives -0.3306 hartree. Its gap between HOMO and LUMO is 9.035 eV. As for the net charge: 0. As for the LUMO energy: 0.0014 Ha.


6.
C10H10N2O2 | the ωB97M-V functional and the def2-TZVPD basis

XYZ file:
```
24
Properties=species:S:1:pos:R:3:forces:R:3:lowdin_charge:R:1
C -0.871 -1.329 -3.351 -2.6 -2.5 1.5 -0.044
O -1.528 -0.785 -2.163 1.8 0.5 1.4 -0.087
C -0.686 -0.368 -1.138 0.1 -0.6 -0.8 -0.176
N 0.638 -0.462 -1.205 -4.6 -0.7 -2.1 0.188
C 1.303 -0.013 -0.171 1.4 1.6 3.5 -0.276
C 2.681 -0.065 -0.178 1.9 0.6 1.3 -0.011
C 3.381 0.518 0.890 0.2 -0.2 0.3 -0.082
C 2.809 1.055 2.054 -2.5 -0.7 -2.6 -0.083
C 1.420 1.129 2.084 0.4 -1.1 0.6 -0.016
C 0.705 0.554 1.015 -1.1 0.3 -1.1 -0.180
N -0.681 0.596 1.059 0.1 0.1 0.7 0.194
C -1.369 0.147 0.080 0.6 -0.5 -0.6 -0.281
O -2.700 0.062 0.082 -0.6 0.2 -1.2 -0.053
C -3.522 0.212 1.238 0.8 -1.5 0.4 -0.043
H -1.806 -1.834 -3.855 2.2 1.4 0.3 0.131
H -0.345 -0.541 -3.813 0.4 0.6 -1.1 0.066
H -0.192 -2.151 -3.037 -0.2 0.6 -0.3 0.088
H 3.183 -0.608 -0.967 0.1 0.3 -0.2 0.111
H 4.446 0.616 1.037 0.4 -0.8 -1.2 0.093
H 3.498 1.326 2.777 0.7 0.8 1.7 0.075
H 0.852 1.382 2.986 0.2 0.3 -0.5 0.113
H -3.521 1.206 1.642 0.2 0.4 0.2 0.081
H -4.541 -0.094 0.989 0.3 0.2 -0.4 0.091
H -3.155 -0.553 1.945 -0.2 0.7 0.2 0.100
```
Forces are in eV/Å.

Its SMILES is COc1nc2ccccc2nc1OC. For the HOMO energy, the calculation gives -0.3069 hartree. Its gap between HOMO and LUMO is 8.736 eV. As for the net charge: 0. As for the LUMO energy: 0.0142 Ha.


7.
C10H10NO3 | the ωB97M-V functional and the def2-TZVPD basis

XYZ file:
```
24
Properties=species:S:1:pos:R:3:forces:R:3:lowdin_charge:R:1
C -1.291 1.107 -2.525 0.7 -0.1 0.0 0.067
C 2.028 2.772 0.336 4.6 0.7 0.0 0.021
C -0.715 1.465 -1.507 -0.7 0.6 0.2 -0.143
C 0.930 2.437 -0.043 -0.7 0.4 0.8 -0.232
C -2.287 -1.209 0.245 1.5 2.9 0.4 -0.694
C 1.449 -1.775 0.174 -1.2 0.6 1.7 -0.120
C 1.461 -0.441 1.037 -0.3 -0.4 -1.6 -0.130
C 0.039 -1.722 -0.452 2.9 -1.6 -1.5 -0.199
C 0.004 -0.220 1.197 -2.6 -0.1 0.0 -0.017
C -0.334 1.990 -0.229 -1.8 -2.2 -0.9 -0.432
N -0.743 -1.113 0.511 0.2 3.3 2.7 -0.003
O -2.910 -0.157 0.322 -0.3 0.5 0.6 0.011
O -2.493 -2.310 -0.110 -1.8 -3.7 -0.9 0.059
O -1.397 2.171 0.705 -2.0 -1.3 -1.4 -0.127
H -1.600 0.652 -3.448 0.0 0.2 0.5 0.001
H 3.149 3.016 0.408 -2.8 -0.4 0.0 0.034
H 2.252 -1.842 -0.496 1.0 0.1 -1.2 0.076
H 1.492 -2.681 0.787 0.1 0.2 0.4 0.101
H 1.776 -0.582 2.035 1.2 -0.1 1.0 0.086
H 2.017 0.443 0.549 -0.8 -1.0 0.8 0.099
H 0.162 -1.052 -1.303 -0.6 -0.3 -0.6 0.117
H -0.324 -2.732 -0.657 -0.1 0.5 -0.5 0.125
H -0.496 0.319 2.088 0.9 -0.5 -1.9 0.172
H -2.167 1.464 0.379 2.6 1.9 1.3 0.126
```
Forces are in eV/Å.

For the HOMO energy (spin up / spin down), the calculation gives -0.0825 / -0.0826 hartree. Its gap between HOMO and LUMO (spin up / spin down) is 5.756 / 5.757 eV. As for the net charge: -1. As for the LUMO energy (spin up / spin down): 0.1290 / 0.1290 Ha.


8.
C10H10NOS | the ωB97M-V functional and the def2-TZVPD basis

XYZ file:
```
23
Properties=species:S:1:pos:R:3:forces:R:3:lowdin_charge:R:1
C 3.377 0.893 -0.084 -0.6 0.3 0.9 0.003
C 2.827 -0.191 -0.747 2.3 -0.1 -0.4 -0.079
C 2.495 1.760 0.633 0.4 -1.4 -0.7 0.030
C 1.501 -0.474 -0.710 -3.2 0.0 -0.3 0.006
C 1.147 1.518 0.665 0.4 -0.2 -1.7 -0.167
C 0.650 0.435 -0.069 0.9 -2.6 -0.6 -0.112
C -0.004 2.304 1.049 -3.1 0.7 1.1 0.065
C -1.145 1.619 0.659 0.3 2.2 1.0 -0.466
C -3.027 0.092 0.014 -1.3 1.8 -1.5 -0.393
C -0.810 0.436 -0.036 1.3 -0.9 -0.4 -0.151
N -1.768 -0.386 -0.410 2.5 1.7 0.8 0.110
O -1.359 -2.815 0.298 -0.4 1.6 -3.2 0.034
S -2.871 1.680 0.864 0.3 0.7 0.2 1.065
H 4.476 1.060 -0.045 -1.1 0.0 -0.3 0.135
H 3.475 -0.801 -1.352 0.2 -0.3 0.1 0.115
H 2.888 2.595 1.105 0.7 1.5 0.9 0.101
H 1.013 -1.323 -1.263 0.9 0.8 0.5 0.137
H -0.073 3.244 1.643 0.5 -0.9 -0.6 0.149
H -3.697 0.299 -0.830 0.1 -0.6 0.1 0.113
H -3.421 -0.564 0.698 -1.3 -1.8 1.3 0.073
H -0.738 -3.054 -0.407 0.0 -0.8 0.8 0.094
H -1.552 -1.384 -0.266 -0.4 -0.3 -0.4 0.084
H -1.266 -3.260 1.091 0.8 -1.7 2.3 0.052
```
Forces are in eV/Å.

For the HOMO energy, the calculation gives -0.4306 hartree. Its gap between HOMO and LUMO is 6.152 eV. As for the net charge: +1. As for the LUMO energy: -0.2045 Ha.


9.
C10H10O | the ωB97M-V functional and the def2-TZVPD basis

XYZ file:
```
21
Properties=species:S:1:pos:R:3:forces:R:3:lowdin_charge:R:1
C -0.691 -0.321 2.527 -2.7 0.9 0.6 -0.094
C 0.514 0.164 1.846 2.2 0.9 3.1 -0.266
C 1.377 0.874 2.932 2.2 1.8 0.1 -0.198
O 2.558 1.223 2.819 -2.7 -1.1 0.1 0.014
C 1.032 0.243 0.638 -3.1 -0.7 -1.8 0.011
C 0.246 -0.018 -0.611 0.1 -1.5 -0.3 -0.196
C 0.593 0.725 -1.731 -0.3 -0.3 -0.2 -0.069
C 0.099 0.526 -3.004 -0.5 -0.6 -1.7 -0.080
C -0.899 -0.466 -3.234 0.6 2.3 1.5 -0.088
C -1.298 -1.115 -2.060 -2.7 -3.2 -2.4 -0.126
C -0.692 -1.064 -0.813 1.0 0.3 1.6 -0.038
H -0.664 0.243 3.536 -0.4 -1.4 -1.3 0.069
H -1.661 0.140 2.039 1.6 -1.6 0.7 0.126
H -0.718 -1.444 2.727 -0.2 1.6 -0.5 0.107
H 0.808 1.257 3.899 0.7 -0.9 -1.5 0.138
H 1.943 0.711 0.459 1.6 0.8 0.2 0.099
H 1.328 1.451 -1.564 1.1 1.1 -0.1 0.093
H 0.515 1.090 -3.872 -0.4 -0.3 0.9 0.113
H -1.465 -0.537 -4.193 0.8 -0.2 1.0 0.113
H -2.156 -1.866 -2.387 1.8 1.2 1.7 0.135
H -0.765 -1.816 0.049 -0.7 1.1 -1.6 0.136
```
Forces are in eV/Å.

Its SMILES is C/C(C=O)=C\c1ccccc1. For the HOMO energy, the calculation gives -0.3291 hartree. Its gap between HOMO and LUMO is 8.816 eV. As for the net charge: 0. As for the LUMO energy: -0.0051 Ha.


10.
C10H10O | the ωB97M-V functional and the def2-TZVPD basis

XYZ file:
```
21
Properties=species:S:1:pos:R:3:forces:R:3:lowdin_charge:R:1
C 2.441 1.254 0.278 0.6 0.5 -1.1 -0.080
C 3.019 -0.068 0.190 -0.4 3.4 -0.4 -0.076
C 1.095 1.418 0.092 0.1 -3.4 0.6 -0.031
C 2.220 -1.099 -0.123 -2.0 0.5 0.8 -0.012
C 0.245 0.269 -0.015 -1.1 0.8 0.5 -0.130
C 0.817 -0.980 -0.165 0.9 1.2 -0.2 -0.240
C -1.790 -0.934 0.895 0.5 0.0 0.4 -0.140
C -1.348 -1.765 -0.280 0.0 1.7 -0.8 -0.072
C -1.219 0.255 0.093 0.5 -2.1 -0.9 -0.194
C -2.172 1.191 -0.598 0.6 1.8 1.9 -0.059
O 0.014 -1.988 -0.528 -1.4 -0.9 0.5 0.009
H 3.005 2.229 0.272 -0.1 -1.5 0.5 0.116
H 4.081 -0.109 0.213 0.6 -0.5 0.2 0.092
H 0.643 2.303 0.319 -1.1 2.5 0.0 0.079
H 2.590 -2.039 -0.113 1.3 -3.0 -0.4 0.084
H -2.924 -0.880 0.853 1.5 -0.2 0.6 0.128
H -1.297 -1.149 1.958 -1.2 0.4 -2.2 0.154
H -2.057 -2.257 -1.048 1.5 1.0 1.5 0.155
H -1.871 1.779 -1.445 1.0 -0.2 -0.5 0.071
H -2.565 2.002 0.092 0.1 -1.1 -0.4 0.101
H -2.926 0.566 -0.940 -2.0 -0.7 -0.5 0.045
```
Forces are in eV/Å.

For the HOMO energy, the calculation gives -0.2750 hartree. Its gap between HOMO and LUMO is 8.424 eV. As for the net charge: 0. As for the LUMO energy: 0.0346 Ha.


Calculated values (kJ/mol) of relative energy (zero: lowest compared OMol25 entry of this formula, charge and spin) for the records, taken in order: 189.1; 731.0; 89.1; 653.8; 685.3; 238.1; 561.7; 0.0; 274.8; 364.5.
Calculated values (Eh/bohr) of F_max for the records, taken in order: 0.085; 0.128; 0.092; 0.097; 0.133; 0.100; 0.091; 0.070; 0.093; 0.067.